Density functional theory data (ωB97M-V with the def2-TZVPD basis set) for a 17-piece molecular cluster, C68H136O51 overall.

XYZ file:
```
255
Properties=species:S:1:pos:R:3:lowdin_charge:R:1
C -7.11 4.94 -1.07 -0.08
C -7.96 5.98 -1.69 -0.20
O -9.37 5.75 -1.33 0.03
C -9.76 6.16 -0.09 -0.55
O -9.07 6.63 0.82 0.09
O -11.08 6.05 -0.08 0.00
C -11.80 6.50 1.07 -0.02
H -7.44 3.92 -1.28 0.09
H -7.13 5.10 0.01 0.06
H -6.07 4.98 -1.40 0.08
H -7.85 5.88 -2.77 0.12
H -7.49 6.91 -1.39 0.13
H -12.62 7.07 0.62 0.09
H -11.25 7.14 1.76 0.09
H -12.25 5.64 1.57 0.09
C -3.71 4.46 5.38 -0.03
C -2.24 4.42 4.78 -0.19
O -2.25 4.25 3.35 0.01
C -1.49 5.08 2.59 -0.54
O -0.45 5.67 2.93 0.09
O -1.98 5.03 1.34 -0.03
C -1.38 5.70 0.18 0.00
H -3.98 3.41 5.49 0.05
H -4.44 4.74 4.62 0.06
H -3.77 4.98 6.33 0.08
H -1.63 3.68 5.30 0.09
H -1.67 5.26 5.16 0.12
H -0.29 5.60 0.08 0.09
H -1.60 6.74 0.42 0.10
H -1.82 5.35 -0.75 0.09
C 3.80 -5.72 4.67 -0.05
C 3.74 -4.68 3.60 -0.19
O 2.46 -4.33 3.00 0.05
C 1.79 -3.33 3.47 -0.63
O 1.99 -2.84 4.54 0.15
O 0.72 -3.20 2.66 0.00
C -0.36 -2.43 3.08 -0.06
H 3.41 -6.65 4.25 0.08
H 3.16 -5.47 5.53 0.08
H 4.80 -5.93 5.07 0.09
H 4.34 -4.98 2.73 0.11
H 4.31 -3.80 3.88 0.12
H -0.74 -2.85 4.02 0.10
H -1.23 -2.43 2.43 0.09
H -0.08 -1.41 3.32 0.07
C -2.88 0.16 3.55 -0.01
C -3.67 -0.94 4.33 -0.19
O -4.90 -0.44 4.76 0.02
C -5.93 -0.45 3.93 -0.47
O -5.86 -0.71 2.71 0.09
O -7.10 -0.23 4.69 -0.04
C -8.33 -0.76 4.15 -0.06
H -3.29 0.31 2.55 0.07
H -1.83 -0.12 3.44 0.05
H -2.89 1.18 3.94 0.08
H -3.18 -1.20 5.27 0.10
H -3.72 -1.90 3.83 0.13
H -8.55 -0.59 3.10 0.09
H -9.26 -0.34 4.53 0.08
H -8.34 -1.83 4.35 0.09
C 1.57 11.69 -0.89 -0.07
C 0.31 10.83 -0.93 -0.26
O 0.53 9.46 -0.97 0.02
C 0.61 8.77 -2.19 -0.53
O 0.42 9.16 -3.31 0.12
O 0.92 7.50 -1.93 -0.02
C 0.93 6.62 -3.03 -0.04
H 1.39 12.76 -0.91 0.08
H 2.25 11.43 -1.70 0.08
H 2.05 11.59 0.08 0.07
H -0.19 11.17 -1.83 0.12
H -0.24 11.09 -0.02 0.13
H 1.53 7.15 -3.76 0.10
H -0.10 6.55 -3.38 0.10
H 1.22 5.59 -2.82 0.09
C -7.39 3.58 2.35 -0.05
C -7.72 3.06 3.75 -0.23
O -8.92 3.66 4.13 0.02
C -9.65 3.13 5.17 -0.43
O -9.28 2.10 5.79 0.08
O -10.84 3.85 5.35 -0.03
C -11.71 3.61 6.48 -0.04
H -8.28 3.46 1.73 0.08
H -6.53 3.07 1.91 0.07
H -7.07 4.63 2.36 0.07
H -6.88 3.19 4.43 0.13
H -7.85 1.98 3.61 0.10
H -11.27 3.76 7.47 0.09
H -12.01 2.56 6.45 0.09
H -12.64 4.15 6.37 0.09
C 3.39 -3.52 -4.09 -0.05
C 4.71 -4.10 -4.46 -0.22
O 5.33 -4.29 -3.21 -0.01
C 6.56 -4.89 -3.18 -0.54
O 7.18 -5.27 -4.19 0.10
O 7.03 -4.81 -1.93 -0.05
C 8.42 -5.19 -1.71 0.00
H 2.83 -4.09 -3.34 0.07
H 2.74 -3.52 -4.96 0.07
H 3.44 -2.51 -3.68 0.08
H 5.34 -3.42 -5.03 0.11
H 4.58 -5.09 -4.89 0.12
H 8.60 -5.29 -0.64 0.10
H 9.03 -4.45 -2.22 0.07
H 8.63 -6.14 -2.20 0.10
C -0.33 1.92 -3.24 -0.03
C 0.70 0.77 -3.09 -0.16
O 0.94 0.25 -4.43 -0.01
C 0.15 -0.79 -4.92 -0.48
O -0.92 -1.11 -4.40 0.10
O 0.76 -1.37 -6.00 -0.03
C 0.18 -2.50 -6.62 -0.05
H -0.36 2.38 -2.25 0.05
H -1.35 1.59 -3.44 0.08
H 0.09 2.69 -3.89 0.08
H 0.22 0.02 -2.46 0.10
H 1.66 1.23 -2.85 0.10
H 0.81 -3.29 -7.00 0.09
H -0.40 -2.05 -7.43 0.10
H -0.43 -2.94 -5.83 0.08
C 4.70 1.03 3.98 -0.05
C 4.17 0.12 2.90 -0.25
O 4.67 0.31 1.60 0.02
C 5.55 -0.63 1.07 -0.48
O 5.87 -1.66 1.61 0.13
O 5.94 -0.26 -0.22 -0.03
C 6.91 -1.01 -0.88 -0.06
H 3.98 1.33 4.74 0.07
H 5.18 1.94 3.61 0.08
H 5.63 0.68 4.43 0.07
H 3.10 0.30 2.92 0.10
H 4.20 -0.92 3.22 0.12
H 6.67 -2.07 -0.95 0.10
H 7.77 -0.91 -0.21 0.10
H 7.25 -0.58 -1.82 0.08
C 2.21 -2.43 -0.62 -0.03
C 2.05 -1.25 0.32 -0.19
O 0.75 -0.73 0.08 0.03
C 0.44 0.49 0.48 -0.53
O 1.20 1.25 1.13 0.09
O -0.75 0.84 0.01 0.00
C -1.25 2.09 0.27 -0.07
H 1.72 -3.33 -0.23 0.08
H 3.29 -2.52 -0.77 0.08
H 1.82 -2.27 -1.62 0.07
H 2.78 -0.56 -0.13 0.12
H 2.30 -1.41 1.37 0.12
H -1.38 2.19 1.34 0.10
H -2.16 2.32 -0.28 0.07
H -0.58 2.88 -0.07 0.09
C 1.17 2.67 4.17 -0.03
C 0.64 1.42 4.87 -0.20
O -0.49 1.73 5.67 0.00
C -1.19 0.73 6.23 -0.59
O -0.91 -0.47 6.14 0.09
O -2.19 1.31 6.85 0.01
C -3.22 0.46 7.43 0.00
H 0.46 3.26 3.59 0.07
H 2.01 2.40 3.52 0.05
H 1.60 3.28 4.97 0.08
H 1.31 0.78 5.45 0.13
H 0.30 0.78 4.06 0.09
H -4.08 0.56 6.76 0.08
H -3.61 0.89 8.35 0.10
H -2.92 -0.58 7.55 0.10
C -0.43 -7.18 0.03 -0.04
C 0.50 -7.02 1.27 -0.19
O 1.61 -6.22 0.89 -0.02
C 2.77 -6.74 0.37 -0.53
O 2.99 -7.97 0.20 0.07
O 3.62 -5.72 0.27 -0.03
C 5.05 -5.94 0.05 0.01
H -0.92 -6.23 -0.20 0.06
H -1.26 -7.86 0.23 0.08
H 0.15 -7.40 -0.86 0.06
H 0.85 -8.00 1.58 0.12
H -0.02 -6.55 2.10 0.12
H 5.34 -6.35 -0.92 0.09
H 5.32 -6.55 0.91 0.10
H 5.49 -4.94 0.15 0.09
C 6.77 -0.95 -5.03 -0.08
C 8.12 -1.29 -5.53 -0.21
O 9.10 -0.62 -4.73 0.01
C 9.65 -1.28 -3.63 -0.52
O 9.29 -2.42 -3.25 0.07
O 10.60 -0.56 -3.13 0.03
C 11.41 -1.02 -2.07 -0.04
H 6.75 0.11 -4.78 0.08
H 6.47 -1.45 -4.11 0.07
H 5.99 -1.15 -5.77 0.09
H 8.21 -1.02 -6.58 0.13
H 8.42 -2.33 -5.44 0.12
H 10.82 -1.42 -1.25 0.09
H 11.99 -0.26 -1.55 0.10
H 12.14 -1.74 -2.44 0.10
C -0.61 -4.02 -2.76 -0.04
C -1.17 -3.05 -1.71 -0.20
O -2.52 -3.44 -1.43 0.03
C -3.20 -2.82 -0.44 -0.50
O -2.85 -1.73 0.04 0.09
O -4.39 -3.43 -0.26 0.00
C -5.45 -2.92 0.49 -0.05
H -0.36 -5.02 -2.41 0.06
H 0.25 -3.59 -3.27 0.06
H -1.32 -4.17 -3.57 0.08
H -1.01 -2.01 -1.96 0.10
H -0.63 -3.15 -0.76 0.11
H -5.69 -1.89 0.21 0.08
H -5.15 -2.80 1.53 0.08
H -6.30 -3.60 0.45 0.10
C -5.07 0.82 -0.17 -0.05
C -4.38 0.48 -1.52 -0.22
O -4.84 1.30 -2.57 0.02
C -4.34 2.58 -2.63 -0.52
O -3.64 3.09 -1.76 0.08
O -4.74 3.13 -3.79 0.00
C -4.08 4.34 -4.21 -0.03
H -6.12 1.10 -0.27 0.08
H -4.60 1.71 0.23 0.06
H -4.88 -0.01 0.50 0.03
H -4.74 -0.50 -1.85 0.12
H -3.30 0.32 -1.50 0.11
H -3.02 4.18 -4.42 0.09
H -4.24 5.11 -3.45 0.09
H -4.38 4.69 -5.20 0.09
C 1.74 -7.02 -3.47 -0.06
C 3.05 -7.80 -3.62 -0.18
O 3.10 -8.73 -4.73 0.01
C 3.99 -9.79 -4.72 -0.47
O 4.68 -10.16 -3.72 0.06
O 3.82 -10.44 -5.88 0.00
C 4.41 -11.68 -6.07 -0.08
H 0.82 -7.58 -3.28 0.07
H 1.44 -6.44 -4.35 0.08
H 1.93 -6.43 -2.58 0.06
H 3.26 -8.31 -2.68 0.12
H 3.84 -7.11 -3.90 0.11
H 3.58 -12.37 -5.95 0.09
H 5.07 -12.08 -5.31 0.10
H 4.77 -11.88 -7.08 0.10
C 4.59 0.87 -3.19 -0.04
C 4.73 2.42 -3.21 -0.23
O 4.99 2.83 -1.92 0.01
C 3.90 3.25 -1.16 -0.49
O 2.75 3.38 -1.62 0.08
O 4.38 3.42 0.06 0.03
C 3.49 4.11 0.92 -0.04
H 5.50 0.40 -2.81 0.04
H 4.33 0.34 -4.10 0.07
H 3.78 0.69 -2.48 0.06
H 3.87 2.90 -3.69 0.12
H 5.57 2.83 -3.77 0.12
H 2.50 3.67 0.77 0.08
H 3.27 5.17 0.78 0.10
H 3.78 3.98 1.96 0.09
```

The calculation puts the LUMO energy at 0.49 eV. Its HOMO energy is -10.46 eV. The spin multiplicity is 1. As for the frontier orbital gap: 11.0 eV. The value obtained for the calculated total energy is -177139.793 eV.